This record from the OMol25 dataset describes a single C3H6N2OS2 molecule in a non-equilibrium geometry. The level of theory is ωB97M-V with the def2-TZVPD basis set.

Bonds (Å) are listed after each position.
Cartesian coordinates (Å):
1 C -0.668 -1.143 -0.971  C2 1.545, H5 1.079, H6 1.074, S13 1.802
2 C -0.142 -1.402 0.459  C1 1.545, N10 1.368, O12 1.225
3 C 1.080 0.878 0.794  H8 1.110, N10 1.437, N11 1.278
4 H 0.579 0.590 -1.959  S13 1.335
5 H -1.104 -2.102 -1.204  C1 1.079
6 H -1.472 -0.435 -0.909  C1 1.074
7 H 1.013 -0.846 1.914  N10 1.005
8 H 2.182 0.977 0.877  C3 1.110
9 H -1.402 3.228 0.163  S14 1.332
10 N 0.596 -0.442 1.095  C2 1.368, C3 1.437, H7 1.005
11 N 0.439 1.945 0.504  C3 1.278, S14 1.706
12 O -0.365 -2.476 1.005  C2 1.225
13 S 0.531 -0.713 -2.246  C1 1.802, H4 1.335
14 S -1.267 1.941 0.476  H9 1.332, N11 1.706

The value obtained for the orbital gap is 0.36171 Eh. Its SMILES is O=C(CS)N/C=N\S. The relative energy (zero: lowest compared OMol25 entry of this formula, charge and spin) comes out at 154.1 kJ/mol. Its net charge is 0. The molecular weight is 150.23 g/mol. The largest force on an atom is 1.3 eV/Å.